(1)
A 8-piece molecular cluster, C33H65FN3O29PSSi overall. Source: the Open Molecules 2025 dataset; level of theory: ωB97M-V/def2-TZVPD.

Values from the calculation:
E_HOMO ... -9.4402 eV
HOMO-LUMO gap ... 0.3386 Eh
Charge ... 0
LUMO energy ... -0.2 eV
Maximum force ... 1.06 eV/A

Structure (XYZ):
```
134
Properties=species:S:1:pos:R:3:forces:R:3
C -1.543 -1.059 3.203 0.114 0.100 -0.284
C -1.633 -0.295 1.910 0.149 0.125 0.164
O -2.643 0.273 1.550 0.113 0.124 0.258
N -0.463 -0.264 1.151 -0.471 -0.189 -0.752
C 0.051 -1.606 0.781 0.191 -0.084 0.510
C -0.396 0.793 0.168 -0.193 0.775 0.323
C -0.598 2.194 0.782 0.275 -0.188 0.052
C 0.396 2.603 1.857 -0.271 0.306 0.108
O 0.252 1.841 3.047 0.251 -0.162 -0.058
Si 1.659 1.395 3.828 -0.117 -0.192 0.179
C 1.140 0.344 5.295 0.041 0.092 -0.247
C 2.753 0.400 2.690 -0.034 0.370 -0.213
C 2.573 2.916 4.414 -0.015 -0.065 0.114
O 0.949 0.794 -0.323 -0.048 -0.578 -0.216
S 1.126 0.928 -1.898 0.855 0.234 0.511
O 1.744 -0.236 -2.421 -0.213 0.004 0.091
O 1.733 2.187 -2.145 -0.403 0.083 -0.200
O -0.414 0.970 -2.244 -0.075 0.003 -0.092
C -1.297 0.680 -1.153 -0.293 -0.362 -0.451
P -2.001 -1.020 -1.606 0.681 -0.700 -0.416
N -0.908 -1.986 -2.149 -0.322 0.006 0.159
C -2.385 1.763 -1.281 0.307 0.160 0.148
O -2.119 2.831 -1.730 -0.254 0.236 -0.003
N -3.692 1.400 -0.794 0.129 -0.081 -0.401
C -4.617 1.113 -1.822 -0.054 0.153 0.166
O -4.693 1.569 -2.907 0.148 -0.169 -0.210
F -5.472 0.165 -1.410 -0.111 0.191 0.124
H -2.147 -1.964 3.132 -0.156 0.570 -0.172
H -0.515 -1.327 3.437 -0.056 -0.049 -0.029
H -1.930 -0.418 3.993 -0.126 -0.035 -0.045
H -0.754 -2.343 0.738 -0.002 0.041 -0.050
H 0.768 -1.957 1.525 0.051 0.054 -0.109
H 0.511 -1.580 -0.202 0.084 0.043 0.038
H -0.444 2.891 -0.045 -0.148 0.006 0.123
H -1.609 2.295 1.173 0.005 0.039 -0.091
H 1.416 2.577 1.453 -0.018 -0.153 0.040
H 0.190 3.653 2.089 0.056 -0.184 -0.035
H 0.056 0.335 5.412 0.021 0.050 0.101
H 1.601 0.727 6.206 -0.092 -0.080 0.059
H 1.477 -0.685 5.143 -0.025 0.001 0.073
H 3.198 1.059 1.937 0.097 -0.076 0.038
H 2.180 -0.346 2.138 0.052 -0.137 0.144
H 3.562 -0.074 3.249 -0.028 -0.087 -0.073
H 3.145 3.402 3.621 -0.042 0.006 0.004
H 3.267 2.617 5.205 0.069 0.067 -0.068
H 1.880 3.642 4.847 0.010 0.012 -0.037
H -2.990 -0.706 -2.559 -0.239 0.285 0.294
H -2.673 -1.459 -0.459 -0.147 0.323 0.061
H -1.049 -2.273 -3.108 0.188 0.051 -0.019
H -4.037 2.167 -0.219 -0.170 -0.247 0.204
C -5.747 -2.838 -1.865 0.003 0.116 -0.025
O -6.291 -4.114 -1.521 0.055 -0.047 0.007
C -5.521 -4.815 -0.688 -0.036 0.016 -0.007
O -4.468 -4.449 -0.230 0.004 0.001 0.014
O -6.113 -5.982 -0.449 0.006 0.005 0.000
C -5.386 -6.841 0.437 -0.016 -0.075 0.025
H -6.462 -2.364 -2.529 -0.051 -0.083 0.004
H -5.614 -2.231 -0.973 0.036 -0.035 0.007
H -4.790 -2.964 -2.373 0.010 0.017 0.021
H -5.262 -6.369 1.409 0.026 0.019 -0.014
H -4.411 -7.084 0.019 0.012 0.034 0.012
H -5.988 -7.739 0.531 -0.018 0.013 -0.018
C 6.271 -3.922 1.759 0.011 -0.025 -0.065
O 6.089 -4.617 2.999 0.181 -0.003 -0.001
C 5.660 -3.851 4.001 -0.200 -0.090 -0.064
O 5.385 -2.684 3.924 0.052 0.128 0.047
O 5.551 -4.611 5.090 0.037 0.011 0.004
C 5.073 -3.916 6.248 -0.019 -0.030 0.071
H 6.592 -4.676 1.046 0.004 -0.018 0.024
H 5.336 -3.469 1.432 0.008 0.043 0.031
H 7.034 -3.153 1.859 -0.032 0.029 0.020
H 4.078 -3.514 6.066 0.015 0.029 -0.020
H 5.751 -3.109 6.516 -0.017 0.022 -0.028
H 5.038 -4.657 7.040 0.009 -0.019 -0.020
C 3.519 -2.926 -8.688 0.018 -0.041 -0.066
O 3.694 -3.376 -7.342 -0.007 0.000 0.008
C 3.339 -2.482 -6.417 0.023 -0.003 -0.003
O 2.904 -1.380 -6.640 0.003 0.000 0.003
O 3.548 -3.012 -5.217 0.006 0.016 -0.016
C 3.196 -2.145 -4.128 -0.001 -0.048 0.079
H 3.846 -3.749 -9.317 0.005 -0.014 0.025
H 2.474 -2.696 -8.884 0.005 0.035 0.017
H 4.127 -2.044 -8.880 -0.027 0.022 0.017
H 2.138 -1.904 -4.152 0.020 0.028 -0.046
H 3.784 -1.230 -4.166 -0.048 0.017 -0.022
H 3.426 -2.695 -3.221 0.009 -0.042 -0.029
C 3.078 -5.697 2.670 0.057 -0.018 -0.074
O 2.061 -4.686 2.663 -0.006 0.055 -0.036
C 1.000 -4.958 3.414 0.045 -0.065 0.014
O 0.833 -5.950 4.073 0.009 0.027 -0.011
O 0.143 -3.937 3.315 -0.036 0.035 0.017
C -1.055 -4.108 4.080 -0.165 -0.104 0.108
H 3.863 -5.324 2.022 -0.042 0.009 -0.001
H 3.468 -5.846 3.676 -0.046 -0.024 0.007
H 2.693 -6.636 2.278 -0.069 0.005 0.067
H -0.824 -4.202 5.139 0.025 -0.052 0.003
H -1.600 -4.989 3.746 0.045 -0.053 0.018
H -1.647 -3.216 3.904 0.261 -0.635 0.286
C -0.038 5.444 -0.942 -0.031 -0.088 -0.111
O 0.413 5.281 0.411 -0.050 0.120 -0.075
C 1.499 5.982 0.731 0.088 0.028 -0.063
O 2.097 6.733 0.008 -0.042 -0.009 0.033
O 1.813 5.700 1.998 -0.001 0.005 0.000
C 2.977 6.381 2.479 0.048 0.009 0.093
H -0.912 4.807 -1.029 -0.023 0.047 -0.044
H -0.306 6.478 -1.147 0.074 0.027 0.071
H 0.730 5.111 -1.639 0.024 0.034 0.012
H 2.832 7.459 2.442 0.005 -0.002 -0.042
H 3.850 6.110 1.888 -0.012 0.022 -0.033
H 3.104 6.056 3.507 -0.026 -0.021 -0.004
C 5.166 6.270 -5.463 0.048 0.055 0.025
O 5.074 5.022 -4.771 0.005 -0.002 -0.008
C 4.183 4.173 -5.291 -0.016 0.005 0.025
O 3.500 4.386 -6.260 0.002 -0.001 0.003
O 4.185 3.067 -4.558 0.035 -0.016 0.000
C 3.270 2.057 -5.002 -0.046 -0.170 0.002
H 5.918 6.845 -4.932 0.002 -0.022 0.018
H 5.471 6.115 -6.496 -0.039 -0.007 -0.010
H 4.211 6.792 -5.439 -0.013 -0.020 -0.031
H 3.519 1.721 -6.006 -0.020 0.062 -0.021
H 2.249 2.433 -4.973 0.006 0.023 -0.057
H 3.372 1.233 -4.302 0.032 0.051 0.031
C -9.731 4.146 1.654 -0.051 0.014 0.062
O -9.948 3.418 0.441 -0.001 0.010 -0.007
C -8.891 3.368 -0.366 0.012 -0.047 0.020
O -7.815 3.867 -0.150 0.003 -0.017 0.010
O -9.219 2.666 -1.448 -0.001 0.070 -0.003
C -8.166 2.565 -2.412 0.044 -0.093 -0.145
H -10.671 4.097 2.196 -0.010 -0.016 -0.023
H -8.937 3.686 2.239 0.025 0.016 -0.023
H -9.475 5.181 1.439 0.036 -0.012 -0.009
H -7.298 2.081 -1.972 0.016 0.032 0.001
H -7.890 3.547 -2.788 0.025 0.015 0.057
H -8.552 1.954 -3.222 -0.077 -0.005 0.042
```
Forces are in eV/Å.


(2)
C33H65N11Pd as an isolated structure. Source: the Open Molecules 2025 dataset; level of theory: ωB97M-V/def2-TZVPD.

Values from the calculation:
E_HOMO (alpha / beta) ... -11.1939 / -12.9441 eV
HOMO-LUMO gap (alpha / beta) ... 0.2736 / 0.2101 Eh
Charge ... +2
LUMO energy (alpha / beta) ... -3.7 / -7.2 eV
Maximum force ... 1.19 eV/A
2S+1 ... 5

Structure (XYZ):
```
110
Properties=species:S:1:pos:R:3:forces:R:3
Pd -0.012 0.010 -0.470 0.076 -0.787 0.884
C 2.164 0.087 -2.868 -0.456 -0.125 0.059
N 2.849 0.750 -1.764 0.394 -0.959 0.272
C 3.891 1.651 -2.190 0.210 0.253 -0.005
C 3.093 0.070 -0.539 0.896 0.570 -0.034
N 1.986 -0.638 -0.061 -0.943 0.010 -0.591
C 2.251 -1.785 0.745 -0.187 -0.205 0.231
C 0.995 -2.611 1.058 0.420 0.156 -0.011
N -0.262 -1.860 1.269 0.078 -0.041 0.512
C -0.536 -1.361 2.539 -0.407 -0.639 -0.795
C -0.594 1.173 2.206 -0.307 0.802 -0.172
N 0.142 1.653 1.099 0.349 -0.530 -0.407
C 1.050 2.591 1.292 -0.473 -0.028 0.241
N 1.514 2.824 2.592 0.174 0.264 -0.246
C 1.407 4.141 3.189 -0.052 0.091 0.146
C 2.659 2.048 3.026 -0.019 -0.050 0.161
N 1.423 3.343 0.254 -0.090 -0.281 0.267
C 2.500 4.304 0.272 0.309 0.268 0.058
C 0.770 3.129 -1.020 -0.277 -0.225 -0.206
C -1.392 -2.566 0.646 -0.721 0.021 -0.121
C -2.658 -1.715 0.510 0.221 -0.044 -0.178
N -2.410 -0.550 -0.320 0.424 0.332 0.202
C -3.369 0.029 -0.982 0.057 0.026 -0.145
N -3.018 0.910 -1.990 0.190 -0.255 0.062
C -1.734 0.725 -2.615 0.080 -0.279 0.116
C -3.543 2.262 -2.005 -0.023 0.093 -0.026
N -4.708 -0.186 -0.869 0.105 0.098 -0.065
C -5.602 -0.012 -1.998 -0.220 -0.022 -0.288
C -5.420 -0.518 0.345 -0.002 -0.011 0.219
N 4.373 -0.494 -0.350 -0.567 0.437 -0.130
C 5.046 -1.303 -1.336 0.067 0.064 -0.217
C 5.210 -0.027 0.722 0.144 -0.142 0.276
H 1.656 0.840 -3.477 0.003 -0.066 0.002
H 1.424 -0.617 -2.458 0.239 0.204 -0.254
H 2.849 -0.466 -3.520 0.082 0.044 0.074
H 3.482 2.357 -2.914 -0.037 0.008 -0.026
H 4.740 1.147 -2.670 -0.100 -0.072 -0.014
H 4.268 2.196 -1.328 0.021 0.007 0.043
H 2.766 -1.476 1.670 0.104 -0.010 -0.138
H 2.946 -2.477 0.248 -0.005 0.131 0.126
H 1.202 -3.244 1.927 -0.037 -0.024 -0.088
H 0.829 -3.269 0.205 -0.084 0.057 0.085
H 0.985 -0.053 2.638 -0.167 0.028 0.082
H -1.516 -1.544 2.944 -0.036 0.033 0.120
H -0.660 1.933 2.986 -0.050 -0.284 -0.043
H -1.576 0.878 1.832 0.185 -0.086 0.226
H 0.580 4.680 2.735 -0.054 0.098 -0.007
H 2.316 4.745 3.110 0.023 -0.012 -0.061
H 1.191 4.008 4.251 -0.024 0.085 0.016
H 2.746 1.164 2.396 0.089 -0.162 -0.029
H 2.538 1.749 4.068 0.020 -0.029 0.022
H 3.596 2.613 2.948 0.009 -0.010 -0.087
H 3.080 4.236 1.184 0.014 -0.063 0.068
H 2.108 5.319 0.176 0.020 -0.020 0.030
H 3.167 4.118 -0.569 0.019 -0.012 -0.008
H -0.314 3.202 -0.891 0.133 -0.051 -0.109
H 1.026 2.118 -1.385 -0.187 0.490 -0.030
H 1.104 3.880 -1.732 0.032 0.036 0.045
H -1.641 -3.467 1.222 0.046 -0.040 -0.111
H -1.076 -2.862 -0.360 -0.009 -0.025 0.207
H -2.998 -1.435 1.512 -0.085 -0.081 -0.075
H -3.433 -2.347 0.062 0.018 -0.052 0.136
H -1.673 -0.302 -2.992 0.172 0.210 0.025
H -0.878 0.907 -1.900 -0.500 0.390 -0.936
H -1.647 1.415 -3.451 0.086 0.038 -0.022
H -4.455 2.325 -1.423 -0.086 -0.034 0.037
H -3.762 2.564 -3.029 -0.035 0.066 -0.010
H -2.823 2.970 -1.580 0.016 0.002 0.011
H -5.047 0.199 -2.908 -0.046 -0.040 0.067
H -6.318 0.793 -1.814 0.031 0.042 -0.023
H -6.174 -0.933 -2.142 0.012 0.030 0.005
H -4.766 -0.492 1.208 0.011 -0.004 0.054
H -5.891 -1.501 0.264 0.038 0.014 0.085
H -6.210 0.221 0.503 0.015 -0.034 0.021
H 4.324 -1.731 -2.027 -0.009 -0.038 -0.067
H 5.574 -2.115 -0.829 -0.025 -0.033 -0.052
H 5.794 -0.734 -1.902 -0.001 -0.033 -0.044
H 4.616 0.565 1.414 0.045 0.029 0.005
H 6.040 0.587 0.355 0.005 0.056 -0.016
H 5.642 -0.878 1.256 0.082 0.021 0.051
C 3.566 -1.198 4.958 -0.151 0.093 -0.196
C 2.128 -1.326 4.451 0.076 -0.114 0.090
C 1.597 -2.738 4.723 0.045 0.075 -0.223
C 1.156 -0.347 5.072 0.072 0.074 -0.163
C 1.364 0.006 6.396 -0.130 0.089 -0.132
C 0.450 0.793 7.063 -0.052 -0.052 -0.040
C -0.727 1.122 6.433 0.155 -0.033 -0.103
C -1.014 0.775 5.108 -0.147 0.057 0.097
C -2.461 1.133 4.746 -0.253 0.139 -0.251
C -2.667 2.592 4.300 -0.031 -0.153 0.153
C -3.240 0.156 3.867 0.069 0.082 0.253
C 0.007 0.117 4.401 0.220 -0.015 0.871
N -0.001 -0.074 2.928 0.477 0.390 -0.021
H 4.241 -1.737 4.297 0.049 -0.086 -0.047
H 3.675 -1.631 5.946 0.045 -0.022 0.176
H 3.883 -0.159 4.992 0.111 0.122 0.038
H 2.177 -1.189 3.370 -0.076 0.033 -0.014
H 1.531 -2.909 5.793 0.003 -0.029 0.160
H 2.266 -3.480 4.299 0.085 -0.177 -0.054
H 0.603 -2.866 4.296 -0.069 -0.094 0.019
H 2.250 -0.330 6.904 0.154 -0.076 0.078
H 0.623 1.101 8.080 0.042 0.037 0.165
H -1.472 1.674 6.984 -0.147 0.026 0.063
H -2.967 1.070 5.714 0.158 -0.036 -0.074
H -2.583 2.729 3.225 0.046 -0.003 -0.155
H -1.955 3.247 4.796 0.061 0.142 0.034
H -3.665 2.916 4.585 -0.084 0.042 -0.024
H -3.025 0.264 2.807 -0.048 -0.042 -0.050
H -4.304 0.344 4.006 -0.039 0.002 -0.067
H -3.047 -0.868 4.185 -0.085 -0.132 -0.045
```
Forces are in eV/Å.